# C4H12S

2 unconnected molecules or ions with the total composition C4H12S in a non-equilibrium geometry (ωB97M-V/def2-TZVPD, the Open Molecules 2025 dataset).

Last column: Mulliken charge in e.
Element x y z (Å)
S -0.39338 1.16666 3.22121  -0.07
C 0.90543 -1.28214 -3.03028  -0.82
C -1.93375 1.13731 2.29271  -0.72
C 0.85557 1.75169 2.08077  -0.79
C 0.35244 -2.06265 -1.82102  -0.60
H 0.62057 1.60906 1.02184  0.24
H -2.60606 0.37224 2.66812  0.30
H -2.46719 2.08790 2.32292  0.28
H -1.73275 0.91255 1.24361  0.18
H -0.47309 -2.72903 -2.04228  0.29
H 0.28049 -0.40719 -3.23137  0.26
H 1.01527 2.81463 2.22403  0.28
H 1.14194 -2.51289 -1.22545  0.27
H -0.09736 -1.30470 -1.16400  0.05
H 1.76768 1.17438 2.19113  0.30
H 0.91055 -1.95804 -3.88217  0.26
H 1.85365 -0.76980 -2.86977  0.29

## Properties
- HOMO: -0.3109 Ha
- Charge: 0
- Spin multiplicity: 1
- E_LUMO: 0.86 eV